A) Below is a 2-piece molecular cluster, C3H4FN overall, with properties calculated with ωB97M-V with the def2-TZVPD basis set.

Results
Frontier orbital gap (spin up / spin down), Eh: 0.274 / 0.274

CARTESIAN COORDINATES (ANGSTROEM)
C -1.400 0.751 0.505
C 0.296 0.199 -1.166
C 1.540 -0.854 0.280
N -0.558 0.612 -0.424
F 2.039 -1.999 -0.096
H -1.056 1.005 1.467
H -2.412 0.602 0.439
H 0.769 0.597 -2.059
H 0.781 -0.913 1.054

B) Below is a 2-piece molecular cluster, C3H4FN overall, with properties calculated with ωB97M-V with the def2-TZVPD basis set.

Results
Structure (SMILES): C=CF.C#N
Frontier orbital gap, Eh: 0.418

CARTESIAN COORDINATES (ANGSTROEM)
C -0.380 -0.332 -1.446
C -1.282 -0.154 -0.492
F -1.253 -0.880 0.726
H -0.307 0.332 -2.356
H 0.513 -1.046 -1.436
H -2.123 0.573 -0.402
C 1.581 0.607 1.859
N 2.182 0.710 0.893
H 1.070 0.191 2.654

The most stable arrangement is B), and the next structure is 102.8 kcal/mol less stable.

A) Below is a 2-piece molecular cluster, CH3N2OP overall, with properties calculated with ωB97M-V with the def2-TZVPD basis set.

Results
2S+1: 3
Frontier orbital gap (spin up / spin down), Eh: 0.276 / 0.253

CARTESIAN COORDINATES (ANGSTROEM)
C -2.032 0.250 -0.373
N -1.055 -0.267 0.257
N -0.156 -0.908 0.575
O 3.751 -0.130 0.836
P 2.786 0.308 -0.231
H -1.844 0.788 -1.310
H -2.958 0.459 0.140
H 1.510 -0.501 0.105

B) Below is one molecule with the formula CH3N2OP, with properties calculated with ωB97M-V with the def2-TZVPD basis set.

Results
2S+1: 3
Frontier orbital gap (spin up / spin down), Eh: 0.252 / 0.243

CARTESIAN COORDINATES (ANGSTROEM)
C 0.920 -0.212 0.026
N 0.328 -0.667 -1.176
N -0.633 -0.342 -0.135
O -1.431 0.780 1.847
P -1.903 0.336 0.542
H 1.300 -0.933 0.666
H 1.243 0.956 0.207
H 0.175 0.081 -1.976

The most stable arrangement is A), and the next structure is 32.6 kcal/mol less stable.

A) Below is C3H12O3 as an isolated structure, with properties calculated with ωB97M-V with the def2-TZVPD basis set.

Results
Frontier orbital gap, Eh: 0.342

CARTESIAN COORDINATES (ANGSTROEM)
C 0.691 1.796 -1.823
O 1.820 2.094 -2.634
H 1.041 1.185 -0.991
H 0.186 2.689 -1.452
H -0.021 1.171 -2.362
H 1.533 2.311 -3.524
C -0.436 -0.387 -0.934
O 0.443 -0.568 0.110
H 0.088 -0.596 -1.867
H -1.283 -1.070 -0.880
H -0.777 0.647 -0.981
H -0.037 -0.786 0.913
C -0.560 -1.255 3.036
O -0.187 -1.399 1.715
H -1.513 -0.725 3.022
H -0.903 -2.174 3.511
H 0.047 -0.607 3.669
H -0.132 -2.326 1.472

B) Below is a 4-piece molecular cluster, C3H12O3 overall, with properties calculated with ωB97M-V with the def2-TZVPD basis set.

Results
Structure (SMILES): C=CC.O.O.O
Frontier orbital gap, Eh: 0.387

CARTESIAN COORDINATES (ANGSTROEM)
C -0.910 -0.514 2.076
C -0.721 -0.714 0.769
C 0.272 -1.756 0.390
H -1.613 0.231 2.502
H -0.469 -1.028 2.929
H -1.279 -0.086 0.088
H 1.194 -1.685 0.974
H -0.165 -2.737 0.622
H 0.574 -1.818 -0.661
O -0.936 3.015 0.010
H -1.479 2.441 -0.536
H -1.071 2.679 0.912
O 0.201 -0.194 -2.556
H 1.068 -0.610 -2.484
H 0.168 0.324 -3.352
O 2.042 0.822 -0.760
H 1.645 0.054 -0.349
H 1.478 1.577 -0.573

The most stable arrangement is B), and the next structure is 98.8 kcal/mol less stable.

A) Below is one molecule with the formula C19H26O3, with properties calculated with ωB97M-V with the def2-TZVPD basis set.

Results
Structure (SMILES): C=C[C@H]1CC[C@]23C[C@@H]4[C@H](C)C(=O)[C@H]5O[C@]54[C@@]2(C)C[C@H](O)[C@]13C
Frontier orbital gap, Eh: 0.362

CARTESIAN COORDINATES (ANGSTROEM)
C 3.102 3.748 0.214
C 1.804 3.442 0.522
C 1.421 2.007 0.827
C 0.613 1.929 2.097
C 0.007 0.555 2.065
C -0.067 0.108 0.570
C -1.539 -0.229 0.213
C -1.513 -1.098 -1.040
C -2.679 -2.075 -1.307
C -4.059 -1.663 -0.724
C -2.191 -3.389 -0.751
O -2.895 -4.383 -0.688
C -0.694 -3.409 -0.516
O 0.159 -2.922 -1.594
C -0.259 -1.903 -0.717
C 0.747 -1.188 0.204
C 1.291 -2.033 1.354
C 1.946 -0.752 -0.611
C 1.494 0.535 -1.291
O 2.644 1.296 -1.671
C 0.614 1.246 -0.211
C -0.388 2.198 -0.923
H 3.442 4.775 0.045
H 3.853 2.959 0.155
H 1.073 4.243 0.689
H 2.354 1.478 0.977
H 1.180 2.102 3.040
H -0.222 2.649 2.038
H -1.020 0.619 2.458
H 0.616 -0.083 2.725
H -1.918 -0.856 1.049
H -2.232 0.635 0.137
H -1.296 -0.446 -1.881
H -2.739 -2.178 -2.387
H -4.537 -0.859 -1.242
H -4.771 -2.518 -0.695
H -3.941 -1.346 0.304
H -0.248 -4.144 0.187
H 1.778 -2.942 0.956
H 2.069 -1.524 1.898
H 0.474 -2.331 2.051
H 2.233 -1.509 -1.318
H 2.813 -0.639 0.060
H 0.950 0.317 -2.191
H 2.423 2.248 -1.751
H -1.026 2.766 -0.231
H 0.165 2.928 -1.508
H -1.031 1.637 -1.589

B) Below is one molecule with the formula C19H26O3, with properties calculated with ωB97M-V with the def2-TZVPD basis set.

Results
Structure (SMILES): COC(=O)[C@]1(C)CC[C@H]2[C@H](CCC3=CC(=O)C=C[C@]32C)[C@H]1C
Frontier orbital gap, Eh: 0.356

CARTESIAN COORDINATES (ANGSTROEM)
C -4.562 2.554 1.616
O -3.842 1.385 1.421
C -3.261 1.168 0.169
O -3.637 1.606 -0.855
C -2.210 0.054 0.058
C -3.010 -1.356 0.215
C -1.349 0.089 1.375
C 0.095 0.157 1.246
C 0.631 -0.831 0.234
C 0.145 -0.309 -1.114
C 0.954 0.922 -1.666
C 2.431 0.502 -1.898
C 2.952 0.012 -0.542
C 4.130 0.520 -0.126
C 4.619 0.168 1.196
O 5.732 0.573 1.399
C 3.886 -0.528 2.270
C 2.752 -1.194 1.874
C 2.229 -1.048 0.352
C 2.559 -2.358 -0.290
C -1.369 0.139 -1.207
C -2.010 -0.099 -2.585
H -5.580 2.440 1.327
H -4.580 2.759 2.767
H -4.104 3.391 1.150
H -2.394 -2.129 0.643
H -3.897 -1.178 0.802
H -3.515 -1.706 -0.774
H -1.515 1.016 1.782
H -1.591 -0.754 2.113
H 0.544 0.080 2.200
H 0.308 1.139 0.825
H 0.093 -1.710 0.424
H 0.314 -1.332 -1.696
H 1.008 1.774 -0.987
H 0.563 1.153 -2.620
H 2.306 -0.279 -2.718
H 2.971 1.322 -2.303
H 4.597 1.341 -0.711
H 4.309 -0.524 3.249
H 2.222 -1.671 2.729
H 2.250 -2.542 -1.244
H 1.960 -3.146 0.388
H 3.655 -2.677 -0.251
H -1.246 1.306 -1.238
H -1.310 -0.136 -3.440
H -2.662 -0.974 -2.711
H -2.569 0.910 -2.848

The most stable arrangement is A), and the next structure is 54.5 kcal/mol less stable.

A) Below is an isolated ion of composition C4H10NS2 and charge +1, with properties calculated with ωB97M-V with the def2-TZVPD basis set.

Results
Frontier orbital gap, Eh: 0.303
Charge: +1

CARTESIAN COORDINATES (ANGSTROEM)
C -0.249 1.846 1.387
C -0.527 2.073 -0.117
C -0.594 -0.539 -0.915
C 0.569 -2.871 -1.382
N 0.576 0.565 1.469
S -1.656 0.788 -0.829
S -1.067 -2.163 -1.261
H 0.235 2.644 1.919
H -1.304 1.405 1.814
H -0.973 3.067 -0.411
H 0.362 1.843 -0.646
H 0.342 -0.324 -0.415
H 0.481 -3.664 -2.209
H 0.594 -3.244 -0.373
H 1.247 -1.947 -1.554
H 1.621 0.665 1.354
H 0.344 -0.143 2.168

B) Below is a 2-piece molecular cluster, C4H10NS2 overall, with properties calculated with ωB97M-V with the def2-TZVPD basis set.

Results
Frontier orbital gap, Eh: 0.307
Charge: +1

CARTESIAN COORDINATES (ANGSTROEM)
C -0.946 -0.027 -0.737
C 1.853 0.727 -0.284
C -2.023 -1.024 -0.654
C 1.372 -0.436 0.266
N 1.058 -0.450 1.577
S -1.276 1.466 -1.494
S -2.198 -1.346 1.158
H 2.959 0.912 -0.343
H 1.513 1.646 0.268
H 1.481 0.799 -1.269
H -2.912 -0.540 -1.131
H -1.725 -1.844 -1.268
H 1.542 -1.331 -0.314
H 1.033 0.469 2.043
H 0.305 -1.083 1.996
H -0.073 2.099 -1.299
H -1.962 -0.039 1.483

The most stable arrangement is A), and the next structure is 37.3 kcal/mol less stable.

A) Below is a 2-piece molecular cluster, C3H6N3O4 overall, with properties calculated with ωB97M-V with the def2-TZVPD basis set.

Results
Frontier orbital gap, Eh: 0.310
Charge: -1

CARTESIAN COORDINATES (ANGSTROEM)
C 0.115 2.088 -0.248
C -0.652 -0.313 1.576
C -1.360 0.202 0.575
N -1.049 1.413 -0.169
N 1.310 -0.956 -0.619
N 1.090 -1.796 0.232
O 0.002 3.266 -0.561
O 1.097 -1.353 -1.936
O 0.757 -3.006 -0.200
O 1.258 1.498 -0.010
H 0.170 0.271 1.844
H -1.007 -1.328 1.889
H -2.353 -0.189 0.125
H 0.803 -2.346 -1.916
H -1.698 2.106 -0.467
H 1.516 0.445 -0.115

B) Below is a 3-piece molecular cluster, C3H6N3O4 overall, with properties calculated with ωB97M-V with the def2-TZVPD basis set.

Results
Frontier orbital gap, Eh: 0.255
Charge: -1

CARTESIAN COORDINATES (ANGSTROEM)
C 2.905 -0.222 0.257
C -0.362 1.352 0.144
C 0.364 0.807 -0.789
N 1.009 -0.454 -0.629
N -2.232 -0.822 1.005
N -2.392 -0.156 -0.079
O 3.505 -0.335 -0.767
O -1.425 -1.697 1.498
O -1.825 -0.563 -1.193
O 2.672 -0.066 1.390
H -0.343 0.789 1.098
H -0.892 2.355 0.045
H 0.474 1.200 -1.759
H 0.287 -1.000 -0.377
H 1.345 -0.777 -1.513
H -3.088 -0.412 1.670

The most stable arrangement is A), and the next structure is 33.3 kcal/mol less stable.